H6O3 | ωB97M-V/def2-TZVPD

```
9
Properties=species:S:1:pos:R:3:forces:R:3
O -0.002213 -1.817083 -1.109282 0.15 1.87 0.74
H 0.124649 -2.741167 -1.055240 -0.01 -1.44 -0.34
H 1.587248 0.512457 -0.013020 0.14 -0.29 0.52
H 1.773434 -0.742836 0.820562 -0.12 -1.33 -0.20
H -0.395352 -1.559898 -1.938206 -0.12 -0.39 -0.41
H -1.173124 1.110236 0.090169 0.13 0.20 0.32
H -2.585061 1.606579 0.167270 0.15 0.27 0.22
O -1.694112 1.830465 0.474919 -0.27 -0.51 -0.50
O 1.783970 0.192686 0.884225 -0.05 1.63 -0.35
```
Positions in Å, forces in eV/Å.

## Properties
SMILES string   O.O.O
2S+1   1
Kohn-Sham gap   11.63 eV
ΔE to the lowest compared entry with this formula, charge and spin   14.9 kcal per mole
Electronic energy   -6239.6063 eV

---

C30H78O17S11 | ωB97M-V/def2-TZVPD

```
136
Properties=species:S:1:pos:R:3:forces:R:3
H -31.870726 -17.129665 -10.348766 -0.22 -0.04 0.56
H -27.473242 -19.843204 -9.355646 -0.08 -0.69 0.08
H -34.405701 -18.668363 -10.192189 -0.37 0.52 0.77
O -26.047385 -24.280882 -4.564698 -1.39 1.17 0.39
S -34.231199 -18.821472 -7.663619 0.88 1.20 -0.39
O -30.411728 -23.065655 -6.693757 -0.18 -3.10 -0.31
H -30.521588 -21.753383 -1.892535 -0.84 -0.67 1.66
H -32.971922 -22.181680 -2.202610 -0.49 -0.06 -1.78
S -30.746201 -17.789104 -0.884943 1.03 -0.14 -1.75
H -30.385594 -18.353308 -3.221808 -1.27 -0.50 0.93
O -31.152353 -21.466540 -4.015524 3.69 1.14 -1.72
C -32.971849 -19.899933 -6.845026 -2.54 1.24 -2.16
O -30.836588 -24.116031 -9.957641 -1.65 -0.24 -1.69
C -29.241572 -18.388552 -9.324902 0.02 0.57 -0.24
H -28.645412 -18.921387 -8.584105 -0.36 0.95 0.21
C -25.296133 -18.134116 -5.142621 0.44 0.38 -0.03
O -32.183946 -23.896412 -2.528779 1.88 -2.76 0.76
O -26.991787 -22.093133 -10.909069 -0.30 -0.42 0.47
O -29.969451 -16.506242 -1.025901 -0.16 -0.36 0.27
C -30.970815 -17.017740 -6.892864 0.42 0.74 0.08
H -28.817672 -22.259798 -5.836456 0.50 -0.94 0.78
H -25.887609 -17.440079 -5.739758 -0.22 -0.26 -0.08
H -29.218899 -26.058291 -2.643216 -0.14 -0.06 -0.32
H -31.021909 -18.185472 -11.387330 0.47 -0.45 0.27
H -27.256763 -22.283405 -6.454313 0.63 -0.51 0.04
O -33.551987 -17.454879 -7.673225 -1.02 -0.87 -0.20
C -27.448002 -19.312452 -4.062663 0.34 -0.07 0.60
O -26.742899 -19.752485 -6.647970 2.03 1.55 5.78
O -32.059282 -22.569097 1.239646 -0.42 -0.11 -2.13
O -34.808938 -23.866470 -5.706261 -0.51 0.23 -1.24
H -30.108353 -20.549887 -8.171126 1.04 -0.14 2.11
C -27.977441 -22.941417 -5.968774 1.34 1.00 1.54
H -29.751385 -23.190357 -3.864897 -0.36 0.02 0.40
O -30.762928 -20.448057 -9.445943 3.64 9.46 -7.20
O -34.260580 -22.595083 -7.576238 -0.70 -0.97 1.57
H -29.948615 -23.016612 -0.863257 -0.20 -0.04 0.42
S -31.313274 -24.915561 -3.228713 1.49 -0.59 1.32
S -26.089911 -19.780479 -5.208364 -1.16 4.14 -2.14
O -29.537304 -20.206442 -4.878972 -1.35 -0.46 2.79
H -32.460498 -20.965417 -3.407531 -2.12 -0.37 0.87
C -31.680873 -18.189402 -10.519079 0.19 0.75 -1.29
O -29.583621 -20.732265 -2.618022 0.40 0.93 -4.13
C -31.603787 -21.932249 -8.659228 -3.85 -4.17 2.20
H -33.372168 -23.258826 -11.358455 -0.39 -0.13 -0.09
C -30.446125 -20.220684 -5.904828 -0.38 -2.34 -2.67
C -30.553230 -22.109668 -0.862892 -1.47 -1.63 0.48
C -30.115617 -20.725465 -3.705069 1.54 -1.14 -1.18
H -34.720770 -20.266634 -9.562250 -0.22 -0.04 0.31
H -27.887448 -21.333351 -3.472972 0.48 -1.62 0.50
H -30.039944 -20.100542 -0.728440 0.48 1.17 0.05
H -28.181539 -20.116551 -4.003947 2.20 1.53 -0.32
H -29.453866 -24.627642 -4.765556 -0.29 0.10 0.56
H -29.118960 -17.307380 -9.389201 -0.23 0.12 0.78
H -30.900711 -19.239942 -6.044743 0.75 -0.02 0.56
H -28.897470 -18.922774 0.035174 0.00 -0.14 0.12
C -33.196310 -21.733926 -3.170739 -2.96 -0.93 -0.72
S -31.130290 -16.692211 -5.077814 -0.18 -1.54 -1.65
S -30.963915 -18.978589 -9.069743 2.50 1.15 -3.41
H -31.688360 -17.755513 -7.251933 0.14 0.42 1.15
H -29.616101 -21.633085 -9.736317 1.66 -0.25 -0.21
S -27.328921 -23.494105 -4.294518 1.96 -1.02 -1.18
H -33.145052 -19.952856 -5.770166 -2.50 2.63 -1.51
H -31.645738 -22.146123 -5.881437 1.02 1.95 0.16
S -30.604427 -24.562017 -6.520703 -1.75 -4.21 -8.55
O -33.339465 -22.269601 -5.537361 -4.00 -0.99 -2.24
H -33.085608 -20.692758 -1.697644 0.36 0.87 1.54
C -29.403308 -17.331134 -4.636394 -1.19 0.81 -1.10
H -35.475406 -23.085627 -3.843796 -0.16 0.23 -0.56
C -29.561342 -25.342122 -7.888730 0.06 0.45 0.14
C -33.142127 -23.079109 -10.308263 -1.11 -0.34 -1.76
H -29.264160 -24.433358 -2.028945 -0.07 -0.12 0.20
H -31.295721 -16.170581 -7.496901 0.30 0.45 0.32
H -28.231337 -23.792713 -6.600387 0.48 0.35 0.55
H -32.399972 -22.399415 -8.079622 0.47 -0.69 -0.78
C -33.320155 -22.860516 -4.221311 -0.40 1.36 -1.26
H -34.463186 -24.515730 -3.756455 -0.57 -0.41 -0.36
H -29.987067 -25.805991 -1.110521 -0.90 0.30 -0.14
H -33.372215 -24.001189 -9.774490 0.26 0.22 0.09
C -30.257219 -23.968551 -4.436420 0.60 0.06 5.01
H -32.003648 -19.437778 -7.037679 -1.21 -0.49 -0.11
H -34.078992 -20.889904 -0.271963 0.05 -0.55 0.21
H -29.337312 -23.357813 -9.715119 1.07 0.42 0.36
H -29.498345 -22.415486 -8.206004 2.04 -1.46 -1.54
H -29.206282 -18.306357 -5.081611 -1.42 0.70 -0.44
H -26.585987 -22.038993 -2.534601 0.21 -0.22 -0.15
C -33.050552 -20.918833 -0.631918 0.53 0.70 0.73
H -26.337712 -21.242735 -4.164924 0.32 -2.02 1.01
H -32.493783 -20.190905 -0.041806 0.07 0.07 0.00
H -33.098498 -19.679394 -9.666574 -0.71 -0.30 0.54
H -32.471425 -24.026815 -8.041585 0.82 -0.72 -0.12
C -29.843054 -25.354763 -2.092227 0.13 0.41 -1.15
H -33.094913 -20.912537 -7.229209 0.13 0.58 0.00
H -28.637912 -16.690941 -5.075048 -0.23 0.56 0.35
H -32.460664 -20.609176 -5.434300 2.97 -2.33 2.41
H -27.181029 -19.165606 -3.016113 0.91 0.24 -0.12
C -26.956761 -21.895532 -3.549509 -0.59 -0.78 -0.03
H -33.121899 -24.788168 -6.708488 0.67 -0.67 0.72
H -29.758161 -24.856172 -8.844353 -0.15 -0.15 0.58
H -28.512769 -25.176936 -7.641144 -0.07 -0.30 0.18
C -34.649028 -23.606215 -4.327723 1.53 -0.88 2.05
C -31.279090 -18.124515 -2.640943 -0.04 -1.02 3.20
H -24.290015 -18.145086 -5.561782 -0.08 -0.37 -0.10
C -29.489559 -19.167175 -0.846752 -0.60 1.78 1.11
C -26.976431 -20.570234 -8.713217 -0.20 -2.49 -3.23
C -29.626180 -20.660147 -7.199812 0.44 2.22 3.26
S -27.250245 -22.283291 -9.434968 -0.58 1.79 -0.18
H -28.804785 -18.708023 -10.271083 -0.85 -0.52 -0.33
H -29.197981 -21.661570 -7.156116 -0.40 1.81 0.75
H -28.081210 -18.492031 -4.400402 2.34 -0.46 0.22
H -28.781710 -19.976935 -7.109254 -0.17 -0.06 -0.09
C -34.113747 -19.373511 -9.413980 0.10 -1.45 0.18
H -30.186650 -21.425785 -0.097373 -0.12 -0.56 -0.12
H -31.805400 -20.874453 -8.828121 -3.21 -3.13 1.65
C -34.131000 -22.909056 -6.415880 -1.19 0.77 1.53
H -32.294120 -25.812733 -7.874580 0.30 0.07 0.04
S -32.231929 -22.562169 -0.303459 0.45 1.03 3.79
H -25.216697 -17.710077 -4.141626 -0.13 -0.40 0.18
H -25.929016 -20.406788 -8.966778 0.23 -0.12 0.73
H -31.953385 -18.980111 -2.603708 0.05 -0.22 0.03
S -31.396798 -22.747036 -10.310804 -1.76 -0.84 2.47
H -29.951539 -17.310333 -7.145017 0.03 0.24 0.21
C -32.252496 -24.851178 -7.362915 -0.10 0.17 -0.07
H -27.243228 -20.580680 -7.656421 0.08 -0.74 -1.86
H -32.428840 -23.485939 -4.271418 -1.42 0.70 -0.36
H -33.772858 -22.265877 -9.949195 0.34 -0.02 -0.01
H -34.165844 -21.240337 -3.103776 -0.47 -0.16 0.10
H -31.899703 -17.375248 -3.132390 0.48 0.24 1.97
C -29.080695 -22.425128 -9.212769 2.74 -0.42 -1.18
H -28.864221 -19.186708 -1.739316 -0.22 0.58 0.60
H -30.828257 -23.515237 -5.246679 0.08 1.10 3.13
H -32.604879 -18.667707 -10.843945 0.67 0.35 0.12
C -31.532766 -21.179448 -5.390638 2.48 1.11 0.07
H -29.401654 -17.461460 -3.554213 1.08 1.24 -0.63
H -30.700586 -22.036804 -8.058056 -2.47 0.35 -1.06
O -32.154477 -17.766997 -4.673060 0.29 1.03 -3.07
H -29.740592 -26.406769 -8.038712 -0.25 -0.02 0.61
```
Positions in Å, forces in eV/Å.

## Properties
2S+1   1
Kohn-Sham gap   7.93 eV
ΔE to the lowest compared entry with this formula, charge and spin   774.2 kcal per mole
Electronic energy   -186327.7974 eV

---

C6H6 | ωB97M-V/def2-TZVPD

```
12
Properties=species:S:1:pos:R:3:forces:R:3
C 0.020102 -2.530932 -0.780448 -0.21 4.31 1.78
C -1.025578 0.180461 0.309833 -0.38 2.20 2.29
H 1.183605 1.980519 0.900265 -0.72 -0.59 0.24
C -0.004517 -1.393084 -0.306761 3.65 -1.52 -2.05
C 1.088097 1.263726 0.076976 0.99 0.61 -2.05
H -3.094096 0.807099 0.056237 -0.37 0.51 -0.18
C -2.047067 0.779823 0.195596 -2.59 -0.18 -0.20
H 0.856267 -0.384714 1.240965 -0.65 -0.28 1.43
C 0.356516 0.008881 0.383092 -0.12 -3.89 0.02
H 2.108772 1.099646 -0.223517 0.46 -0.26 -0.34
H 0.051553 -3.473530 -1.186244 -0.23 -1.54 -0.60
H 0.551425 1.725302 -0.734762 0.15 0.63 -0.35
```
Positions in Å, forces in eV/Å.

## Properties
2S+1   1
Kohn-Sham gap   9.97 eV
ΔE to the lowest compared entry with this formula, charge and spin   145.1 kcal per mole
Electronic energy   -6312.9074 eV

---

C8H11N5O | ωB97M-V/def2-TZVPD

```
25
Properties=species:S:1:pos:R:3:forces:R:3
H -5.195461 0.108887 1.409874 1.59 -1.65 -3.57
N 0.766098 -1.134363 -0.913962 -4.69 0.28 -1.85
H 4.126739 -0.387948 0.762113 -3.12 -1.60 -2.19
C -3.211609 0.126179 0.618682 0.26 2.07 1.54
H -4.872052 -0.678977 -0.554909 0.28 0.14 1.06
H 3.660619 -2.314689 1.005003 -1.46 -1.47 -0.04
C 2.456145 0.293577 -0.035089 -5.35 2.19 -1.86
H -1.482087 -0.797846 0.124491 1.39 -2.93 1.44
C -4.483177 -0.273286 0.402377 -0.50 2.46 3.60
C 1.914666 2.440833 -0.171521 -1.33 4.37 0.99
H 1.864085 -2.396839 1.255227 0.34 1.53 -0.80
N 3.183968 -0.743056 0.185943 3.18 -0.21 2.82
H 2.193770 3.544049 -0.210326 0.49 -1.54 0.07
H -2.789542 0.793834 1.607080 -1.77 -2.16 -2.48
N 0.594463 2.396341 -0.114801 -1.10 -1.53 -2.12
N -1.216712 1.021956 -0.499787 -4.57 4.08 -1.23
C 0.057292 1.150673 -0.422342 4.31 1.72 1.85
H -1.878397 1.783324 -0.968034 2.82 -1.14 1.79
H -2.252746 -0.263697 -1.458375 -0.93 -0.89 3.00
N 2.836111 1.559615 0.029707 2.49 -1.43 0.13
H 2.568970 -2.963347 -0.427423 0.26 3.16 2.55
C -2.052655 -0.085954 -0.288831 -2.80 0.87 -3.95
C 2.657661 -2.104192 0.517944 3.75 -3.29 -1.07
O -0.489671 -1.181670 -1.370007 5.83 -1.78 -0.41
C 1.043511 0.106608 -0.483039 0.65 -1.26 0.72
```
Positions in Å, forces in eV/Å.

## Properties
SMILES string   C=CCNc1ncnc(NC)c1N=O
2S+1   1
Kohn-Sham gap   7.98 eV
ΔE to the lowest compared entry with this formula, charge and spin   198.7 kcal per mole
Electronic energy   -17964.0173 eV

---

C26H48NO8PS2 | ωB97M-V/def2-TZVPD

```
86
Properties=species:S:1:pos:R:3:forces:R:3
C -2.767133 -0.516793 1.335172 1.13 0.35 -0.02
H 1.037332 1.783926 -2.838374 -0.10 0.24 -0.09
H -0.031974 -0.304127 -2.559841 0.04 -0.23 -0.06
H 7.091216 2.255896 -0.399609 0.13 0.24 0.06
H -4.734818 1.832967 5.014802 -0.02 0.01 0.02
C 0.076401 0.257514 -1.637297 -0.07 0.10 -0.23
C 6.126732 -4.168336 -5.431617 0.12 0.71 0.13
H 7.193091 -0.393658 -6.397359 0.11 0.09 -0.18
H 2.528523 -0.076155 -1.192270 0.22 -0.23 -0.17
C 1.080755 1.395672 -1.828689 0.21 -0.48 0.58
H 0.382038 -0.417318 -0.845095 -0.12 0.00 0.24
H -6.788289 2.426449 3.815516 0.00 0.08 -0.03
H -12.050702 2.168987 4.404384 0.00 -0.05 0.07
H -1.392036 -4.384665 -0.123510 -0.06 -0.24 0.04
H 7.264842 0.969001 2.061244 0.03 -0.12 0.21
H -9.807025 0.373464 3.360406 0.09 0.06 -0.05
H 6.151102 -0.083471 1.191855 -0.12 -0.18 0.29
S -1.524659 1.033904 -1.287616 -0.17 0.19 0.07
O 4.421756 -1.156008 -2.837499 0.22 -0.15 -0.17
H -0.481504 -2.997919 0.385671 0.20 0.06 0.23
H -1.821715 -1.980686 2.645612 0.07 -0.20 -0.08
H 7.317326 0.536500 -2.095814 -0.21 0.04 -0.31
O -9.403122 2.274150 3.905291 0.08 -0.08 -0.13
H 0.820814 2.165429 -1.107840 -0.01 0.38 -0.13
O 3.321398 1.134839 -2.721397 0.26 0.04 0.23
H -6.702797 2.297304 2.054312 -0.03 0.02 0.02
H -9.014382 0.353208 5.709379 0.00 -0.03 -0.03
C 7.262643 1.232296 -0.082714 -0.34 -0.26 -0.08
H 2.940429 1.577876 -0.750741 0.17 0.07 0.12
N -2.184867 -1.151994 0.112112 -0.73 -0.33 -0.33
C -11.654029 1.404703 3.730386 0.02 0.02 -0.16
C -4.303738 3.349576 2.968561 0.17 -0.03 -0.02
C 6.701116 -4.599833 -4.237658 -0.02 -0.09 -0.11
C -4.821023 1.922855 3.068182 -0.32 0.38 0.25
H 4.778906 -0.439074 -5.283103 -0.16 -0.18 0.29
H -11.737239 1.789219 2.713812 0.01 -0.03 -0.01
H -12.275716 0.512693 3.817601 -0.01 0.01 0.02
O 5.348271 0.732652 -1.378989 0.40 0.29 -0.44
H -10.637325 -0.351162 5.620832 -0.02 0.01 0.01
H -3.772143 -0.169502 1.102342 -0.32 -0.30 0.07
H -4.394750 1.327565 2.263492 0.06 -0.03 0.09
O 4.654756 1.531294 2.479809 -1.35 -0.52 1.11
H 7.841988 -4.065567 -2.496745 0.04 -0.09 0.13
H 6.605953 -5.637061 -3.951614 0.03 -0.09 0.02
C -2.708723 -1.365758 2.592515 -0.40 0.51 0.07
H -3.495365 -2.808615 0.421597 -0.19 0.08 0.10
H 5.590370 -4.841537 -6.080380 -0.03 -0.23 0.02
H 5.774418 -2.447787 -6.699011 -0.09 -0.09 -0.18
H -9.728806 2.941362 4.518644 -0.03 0.01 0.01
C 7.391745 -3.720247 -3.412835 -0.20 0.51 -0.46
H -2.671900 -0.682497 3.436153 -0.06 0.08 0.16
H -2.177767 0.379150 1.517243 0.05 0.16 -0.12
C 6.222725 -2.824691 -5.792053 0.31 -0.27 0.69
H -3.625073 -1.933476 2.716747 0.10 -0.45 -0.01
O -4.369418 1.321822 4.285411 0.15 -0.18 -0.17
H -3.214849 3.367229 3.028249 0.00 -0.02 -0.04
H -2.662473 -2.815735 -1.085410 -0.01 0.32 -0.27
C -2.537742 -2.572967 -0.039009 0.18 -0.51 0.28
C 5.609668 0.240026 -5.134017 0.50 0.56 -0.75
C -10.060181 0.564260 5.484300 0.15 -0.05 -0.01
C 5.412579 1.834278 1.631823 0.71 -0.18 -0.62
C -1.438628 -3.495927 0.499777 -0.20 0.11 -0.41
C -2.573089 -0.367449 -0.984801 0.39 0.19 -0.12
H 6.778492 -0.688532 -0.940496 -0.03 -0.18 -0.02
H -4.608606 3.817038 2.031422 -0.02 0.01 0.01
C -6.338301 1.872578 2.990263 0.10 -0.16 -0.02
H 8.008777 -1.666087 -3.150583 0.10 0.04 0.11
C 7.487369 -2.374633 -3.776162 -0.33 -0.54 -0.44
P 4.654057 0.284620 -2.734804 -0.74 -0.64 0.42
H 6.102238 3.488453 0.996787 0.05 0.03 -0.41
H 5.526016 1.016327 -5.889165 -0.11 0.27 0.07
S -3.894716 -0.576143 -1.896336 -0.18 -0.11 -0.10
O 5.264382 3.011561 0.972727 0.08 0.55 0.15
H 7.721029 0.043026 -4.774926 0.11 0.20 0.00
H -1.606799 -3.805414 1.523005 0.15 0.02 0.20
H 8.336450 1.084205 -0.015395 0.14 -0.09 0.11
C 6.723328 0.366701 -1.200888 0.28 0.10 0.49
C 6.551770 0.921804 1.242273 0.61 0.58 -0.60
C -10.202090 1.102708 4.068659 -0.26 0.17 0.32
O 5.540726 0.923948 -3.864673 -0.08 -0.18 -0.14
C 2.516491 0.956069 -1.531212 -0.51 0.42 -0.16
H -6.691092 0.843146 3.064803 0.01 -0.01 -0.03
H -4.687505 3.951935 3.796788 -0.08 0.00 -0.03
C 6.896568 -1.929464 -4.959907 0.22 0.15 0.17
H -10.409949 1.304093 6.209708 -0.08 -0.01 -0.02
C 6.947474 -0.465985 -5.342209 -0.39 -0.61 0.31
```
Positions in Å, forces in eV/Å.

## Properties
SMILES string   CCN(CC)C(=S)SCCCO[P@](=O)(OCCCC(=O)O)OCCc1ccccc1.CC(C)O.CC(C)O
2S+1   1
Kohn-Sham gap   8.20 eV
Electronic energy   -76571.9036 eV